Formula: C2H5PSi
Source: the Open Molecules 2025 dataset
Level of theory: the ωB97M-V functional and the def2-TZVPD basis

Output
Frontier orbital gap (eV): 7.89
Energy relative to the best compared isomer or geometry (same formula, charge and spin) (eV): 3.823
Max |F| (Eh/bohr): 0.07443
LUMO level (eV): -0.59

Each line ends with the Löwdin charge.
Element x y z (Å)
C1 -0.28939 0.06757 -0.62516  -0.69
C2 -0.47886 -0.09199 0.79810  -0.71
Si1 1.03503 -1.11168 -0.06766  0.71
P1 -1.97970 -0.54186 -0.05217  0.81
H1 -0.10193 1.86447 -1.39755  0.16
H2 -0.49446 0.35062 1.77596  0.04
H3 0.79270 -2.45612 -0.14568  -0.10
H4 2.42000 -0.72383 -0.06808  -0.07
H5 -2.33753 0.70157 -0.35204  -0.15


Formula: C2H6
Source: the Open Molecules 2025 dataset
Level of theory: the ωB97M-V functional and the def2-TZVPD basis

Output
Frontier orbital gap (eV): 12.22
Energy relative to the best compared isomer or geometry (same formula, charge and spin) (eV): 1.791
Max |F| (Eh/bohr): 0.11270
LUMO level (eV): 1.17

Each line ends with the Löwdin charge.
Element x y z (Å)
C1 -0.07785 -0.09429 -0.75668  -0.23
C2 0.10841 0.18641 0.68808  -0.22
H1 0.97445 -0.00061 -1.21363  0.09
H2 -0.75409 -1.04675 -0.86533  0.11
H3 -0.63601 0.54701 -1.30308  0.00
H4 0.87505 -0.87914 1.15504  0.17
H5 -0.92528 0.19418 1.23407  0.08
H6 0.43532 1.09319 1.06153  0.00